{
  "formula": "C5H10O3S",
  "method": "ωB97M-V/def2-TZVPD",
  "smiles": "C#S(=O)O.CCC(C)=O",
  "e_lumo_ev": [-1.4, -1.4],
  "homo_lumo_gap_ev": [8.18, 8.18],
  "largest_force_ev_per_a": 5.45,
  "de_lowest_kcal_mol": 127.6,
  "e_tot_ha": -820.22007,
  "multiplicity": 1,
  "species": ["C", "S", "H", "H", "H", "C", "O", "H", "H", "O", "H", "H", "C", "H", "C", "H", "C", "H", "O"],
  "coordinates": [[1.794933, -1.352263, -1.121853], [-2.888681, -0.398636, 0.018622], [0.938203, -2.212992, -1.043895], [-0.267771, 2.417493, 0.534562], [-0.013695, 1.216928, 1.829351], [-1.522168, -0.959202, 0.755646], [-2.703662, 1.192833, -0.495995], [-1.778294, 1.233799, -0.553726], [1.481410, 2.089094, 1.118655], [-0.127380, 0.607001, -1.269570], [1.371734, -0.774789, 0.948508], [-1.617602, -1.892328, 1.165129], [0.545199, 0.613491, -0.217283], [2.601450, 0.214462, 0.112102], [1.683768, -0.338811, -0.010835], [2.747123, -1.843636, -1.057097], [0.347450, 1.706706, 0.930926], [1.693361, -0.892690, -2.066279], [-4.285378, -0.626453, 0.423030]],
  "forces_ev_per_angstrom": [[-1.991, -2.582, 1.201], [0.806, 0.003, 2.085], [2.017, 2.182, -0.169], [-1.558, 2.204, -0.577], [-0.093, 0.131, 0.070], [-1.298, 3.726, -2.418], [-3.213, -2.693, 1.360], [3.160, 0.411, -0.882], [-2.865, -0.532, -0.268], [1.304, 0.642, 2.430], [0.630, -0.238, 0.026], [-0.821, -2.538, 1.012], [-0.898, 1.377, -1.384], [0.310, 0.270, 0.250], [-1.387, -0.244, 0.103], [0.436, -0.398, -0.073], [4.628, -2.799, -0.678], [-0.132, 0.477, -1.075], [0.965, 0.602, -1.015]],
  "nbo_charge": [-0.596, 1.628, 0.208, 0.217, 0.242, -0.653, -0.804, 0.504, 0.226, -0.628, 0.238, 0.186, 0.679, 0.230, -0.541, 0.209, -0.709, 0.224, -0.862]
}